{"formula": "C16H37CoNSi4", "method": "the ωB97M-V functional and the def2-TZVPD basis", "species": ["C", "C", "C", "C", "C", "Co", "N", "C", "C", "H", "H", "H", "H", "H", "H", "H", "H", "H", "H", "C", "Si", "C", "C", "Si", "Si", "C", "C", "C", "Si", "C", "C", "C", "H", "H", "H", "H", "H", "H", "H", "H", "H", "H", "H", "H", "H", "H", "H", "H", "H", "H", "H", "H", "H", "H", "H", "H", "H", "H", "H"], "coordinates": [[-0.48071, 0.87540, -2.26736], [0.93824, 1.04650, -2.01453], [1.12135, 1.48137, -0.65734], [-0.19848, 1.73648, -0.06786], [-1.20691, 1.24376, -1.05553], [-0.16100, -0.26357, -0.05498], [-1.76842, -0.93378, 0.48920], [-0.16031, -1.94111, -0.49297], [1.23265, -1.44857, -0.33818], [2.00974, 1.78635, -0.18041], [1.69613, 0.91403, -2.71036], [-0.41850, 2.39383, 0.74905], [-2.26010, 1.37783, -0.92094], [-0.94724, 0.60225, -3.16479], [1.79066, -1.32417, -1.29464], [-0.32152, -2.83099, 0.11544], [-2.42915, -1.12108, -0.32335], [1.81200, -1.98491, 0.45496], [-0.57379, -1.97603, -1.53581], [-3.55124, -0.40331, 2.73620], [-1.95272, -1.24646, 3.28063], [-1.90737, -1.28858, 5.18256], [-1.92511, -3.03176, 2.67438], [-0.10883, -0.10852, 2.37043], [-0.19487, 1.98103, 3.54165], [-0.18461, 1.92327, 5.43501], [1.32946, 2.94610, 2.97846], [-1.77130, 2.87864, 3.01169], [1.86533, -1.06580, 3.19821], [2.17782, -0.75910, 5.03472], [1.76992, -2.92856, 2.92337], [3.22969, -0.26449, 2.17452], [-4.39969, -1.02085, 3.06552], [-3.59569, -0.32185, 1.63993], [-3.67378, 0.59983, 3.15960], [-2.68124, -1.99779, 5.51431], [-0.94389, -1.63787, 5.57590], [-2.13553, -0.31430, 5.63123], [-1.94317, -3.05643, 1.57534], [-1.05575, -3.59939, 3.02618], [-2.83449, -3.52999, 3.04215], [0.64842, 1.34506, 5.85139], [-0.08682, 2.95435, 5.81124], [-1.11725, 1.51840, 5.84644], [1.39989, 3.02840, 1.88595], [1.26480, 3.96612, 3.38897], [2.26136, 2.49804, 3.34799], [-1.96789, 2.81124, 1.93437], [-2.65261, 2.48759, 3.53710], [-1.67325, 3.94501, 3.26842], [1.33064, -1.05667, 5.66647], [3.04722, -1.36542, 5.33302], [2.41808, 0.29039, 5.24662], [1.46316, -3.21954, 1.91117], [2.77413, -3.34256, 3.10564], [1.07391, -3.39722, 3.63251], [3.07121, -0.40225, 1.09745], [3.32207, 0.81058, 2.36818], [4.18103, -0.74626, 2.44466]], "mulliken_spin": [0.05, 0.07, 0.02, 0.00, 0.06, 1.49, 0.78, -0.23, 0.06, 0.00, 0.03, 0.06, -0.01, 0.02, 0.07, 0.05, -0.01, -0.04, 0.02, 0.01, 0.02, 0.07, 0.00, -0.03, 0.17, 0.08, 0.00, 0.00, 0.06, 0.07, -0.01, 0.02, 0.00, 0.03, 0.00, 0.00, 0.01, 0.01, 0.02, 0.00, 0.00, 0.01, 0.00, 0.00, 0.01, 0.00, 0.00, 0.00, 0.00, 0.00, 0.01, 0.00, 0.01, 0.01, 0.00, 0.00, 0.00, 0.00, 0.00], "largest_force_ev_per_a": 5.4, "homo_lumo_gap_ev": [3.54, 5.06], "spin_multiplicity": 4, "total_charge": -2, "e_homo_ev": [1.86, 0.27]}